# 1
Entry from the OMol25 dataset: an isolated molecule of C3H10N2Si at a distorted geometry (ωB97M-V/def2-TZVPD).

The spin multiplicity is 1. For the total energy, the calculation gives -14127.2870 eV. The lowest unoccupied orbital energy (alpha / beta) is 0.00040 / 0.00043 Eh. Its HOMO-LUMO gap (alpha / beta) is 8.5 / 8.5 eV. As for the charge: 0.

Last column: Löwdin charge in e.
Positions of all 16 atoms, in Å:
N -0.167 0.744 -0.688  -0.236
H -1.821 0.569 -1.775  0.061
H 1.102 0.339 1.968  0.128
H -1.472 2.328 -1.344  0.093
H -0.492 1.433 -2.577  0.085
C 0.661 -1.353 0.768  -0.334
N -0.932 0.680 1.177  0.070
H 2.283 0.205 -0.198  -0.050
H -1.838 0.126 0.966  0.098
C 0.077 -0.232 1.707  -0.384
C -1.042 1.311 -1.612  -0.236
H 1.286 -0.989 -2.106  -0.049
H -0.022 -2.188 0.616  0.045
Si 1.104 -0.367 -0.806  0.548
H 1.490 -1.897 1.270  0.066
H -0.219 -0.709 2.635  0.094

=====

# 2
Entry from the OMol25 dataset: a cluster of 2 separate species, C4H7NO2S in total at a distorted geometry (ωB97M-V/def2-TZVPD).

The spin multiplicity is 3. For the total energy, the calculation gives -20676.2483 eV. The lowest unoccupied orbital energy (alpha / beta) is 0.02800 / -0.10166 Eh. Its HOMO-LUMO gap (alpha / beta) is 6.9 / 6.0 eV. As for the charge: 0. Its expectation value of S² is 2.01.

Last column: Mulliken spin population.
Positions of all 15 atoms, in Å:
C 1.822 0.920 0.091  0.612
S 3.094 1.069 -0.967  1.185
C -0.146 -1.478 0.091  -0.007
C -2.344 1.081 -0.512  -0.002
H 2.795 -0.115 1.291  0.012
O 0.414 -2.040 1.149  0.001
H -2.737 1.147 0.507  0.000
H 0.002 -1.888 1.940  0.001
C -1.351 0.246 -0.819  0.005
N -0.878 -0.459 0.201  0.014
H 0.280 -1.849 -0.797  0.003
O 1.860 0.279 1.223  0.114
H -1.009 0.221 -1.900  -0.004
H -2.680 1.772 -1.359  0.000
H 0.879 1.094 -0.140  0.067